ORCA calculation (ωB97M-V/def2-TZVPD) on a structure of composition C14H13N3O6Sn.

Calculated values
Total energy in Ha: -1370.85444
M in g mol⁻¹: 437.98
Orbital gap (alpha / beta) in eV: 6.68 / 6.69
Energy above the lowest of the compared OMol25 structures with the same formula, charge and spin in kcal/mol: 0.0

Last column: Mulliken charge in e.
Atoms and positions in Å:
C: -4.07 1.32 -2.59  -0.436
C: -4.40 0.56 -1.46  -0.641
C: -3.35 -0.41 -1.18  -0.663
C: -2.34 -0.20 -2.23  -0.359
C: -2.81 0.88 -3.09  -0.713
Sn: -1.74 1.43 -0.44  0.917
N: -0.39 2.91 -1.43  -0.498
C: -1.77 3.13 0.73  -0.554
C: -2.67 2.21 1.33  -0.707
H: -3.35 -1.19 -0.47  0.580
H: -5.34 0.61 -0.90  0.480
H: -1.63 -0.95 -2.54  0.504
H: -2.29 1.26 -3.94  0.448
H: -4.66 2.08 -3.03  0.477
H: -3.74 2.23 1.20  0.344
H: -0.78 3.39 1.17  0.287
H: -1.33 3.35 -1.68  0.214
H: -2.21 1.71 2.16  0.287
H: -2.26 4.00 0.25  0.483
O: 0.02 0.69 1.83  -0.705
C: 0.38 -0.03 0.84  0.668
O: -0.33 -0.06 -0.27  -0.450
C: 1.66 -0.81 0.95  0.079
C: 2.14 -1.50 -0.19  -0.516
C: 3.34 -2.25 -0.11  -0.253
C: 4.05 -2.34 1.08  -0.196
C: 3.57 -1.68 2.22  -0.147
C: 2.38 -0.92 2.16  -0.410
N: 4.29 -1.75 3.47  0.981
O: 5.35 -2.42 3.54  -0.581
O: 3.82 -1.13 4.44  -0.583
N: 3.82 -2.92 -1.30  0.994
O: 3.18 -2.82 -2.37  -0.582
O: 4.88 -3.58 -1.22  -0.587
H: 1.59 -1.45 -1.10  0.707
H: 4.98 -2.93 1.12  0.567
H: 2.02 -0.42 3.06  0.566